The following is a DFT calculation (the ωB97M-V functional and the def2-TZVPD basis) of a molecular structure, C5H12N2O at a distorted geometry.

Element x y z (Å)
C1 -0.23386 0.60067 0.77969
C2 0.58728 -0.50488 -1.20450
C3 -1.60611 1.09676 0.39533
C4 0.83471 1.66950 0.74970
C5 -0.00350 -1.21453 -0.16431
N1 0.60667 -1.85488 -2.49266
O1 -0.33482 0.04781 2.08990
N2 -0.24963 -2.22554 0.49136
H1 0.55901 -0.09194 2.43424
H2 1.46677 -2.40262 -2.42008
H3 -0.14621 -2.53394 -2.34174
H4 -0.58334 -1.99241 1.43876
H5 1.65702 -0.35292 -1.12700
H6 0.01311 0.21305 -1.77343
H7 -1.96353 1.86140 1.09768
H8 -1.60299 1.52938 -0.60740
H9 -2.34367 0.28924 0.42513
H10 1.82697 1.24484 0.93856
H11 0.86650 2.17735 -0.21656
H12 0.64961 2.44369 1.50734

The value obtained for the largest force on an atom is 7.332 eV/Å. The value obtained for the electronic energy is -10403.0645 eV. The total charge is 0. As for the HOMO-LUMO gap: 8.1 eV.